C33H44N7O4STi | ωB97M-V/def2-TZVPD

Structure (XYZ):
```
90
Properties=species:S:1:pos:R:3:lowdin_charge:R:1
Ti -0.7518 0.8377 0.6823 1.188
S 1.5292 -1.1359 -4.1234 0.684
O 2.1931 -2.1350 -3.3254 -0.271
O 4.7904 -1.6259 -1.5154 0.135
O 3.5558 -2.7796 -0.1617 0.144
O 0.2679 -0.6020 -3.6220 -0.345
N -1.7014 -0.1210 2.0738 -0.049
N -2.0216 2.2880 0.9195 -0.092
N 2.6375 0.2621 -1.7399 0.083
N 3.7910 -1.8267 -0.8652 -0.324
N 1.0108 0.3899 -0.2710 -0.012
N -2.9540 -0.0950 -3.0850 -0.124
N -1.7352 0.4858 -1.0467 0.138
C 1.2947 -1.7328 -5.7739 -0.285
C 2.8331 1.0244 2.3196 -0.239
C -4.0069 0.8032 -3.6073 0.035
C 2.5370 -2.3887 -6.3592 -0.085
C -3.1343 0.4434 5.6494 -0.055
C -2.4876 3.4496 0.4028 -0.057
C -2.9090 0.4436 2.1754 -0.003
C -0.7473 -3.0211 1.3946 -0.170
C 0.5708 1.8918 2.4804 -0.167
C -3.1304 1.6552 1.5303 -0.278
C -4.2529 2.4753 1.3856 0.070
C 2.6355 0.2686 -4.2663 -0.175
C -0.6536 -2.2859 2.7206 -0.152
C -2.7220 -1.3745 -3.7898 0.021
C 3.8913 0.0443 2.7271 -0.004
C -0.0281 -3.0154 3.7328 -0.016
C 3.4207 0.5057 -2.9731 -0.079
C 1.7652 -0.7281 0.0344 -0.017
C 1.0353 2.1541 -2.0516 0.037
C 2.1874 3.0407 1.1154 -0.037
C 0.8911 2.9497 1.6181 -0.094
C 1.5316 0.9265 2.8081 -0.014
C -1.2508 -2.3046 0.1600 -0.100
C 2.7547 -0.8101 -0.8695 -0.117
C -1.8302 0.7118 4.8912 -0.202
C -1.1978 -1.0404 3.0721 -0.154
C -2.3001 0.2111 -2.0350 -0.163
C -1.1795 -0.5663 4.4035 -0.176
C 1.5631 0.9585 -1.3539 -0.305
C -3.8415 3.6042 0.6760 0.008
C 3.1382 2.0970 1.4714 0.013
C 0.0401 -2.5562 5.0326 -0.015
C -0.5511 -1.3475 5.3625 -0.010
H -5.2362 2.2792 1.7864 0.144
H -3.8752 -0.0626 5.0263 0.074
H 1.5709 -1.3825 0.8676 0.137
H -4.0902 1.6813 -2.9727 0.099
H -4.9520 0.2639 -3.6160 0.112
H -3.6380 -1.9608 -3.7460 0.113
H -2.9537 -0.1987 6.5102 0.090
H -3.7418 1.1018 -4.6194 0.111
H 0.5329 -3.1469 5.7930 0.130
H -1.9002 -1.9028 -3.3191 0.083
H -3.6826 -0.0425 2.7637 0.168
H 3.7864 1.5313 -2.9435 0.146
H 1.2756 0.1311 3.4999 0.123
H 3.3520 0.0592 -5.0609 0.116
H -0.5884 -1.4685 -0.1027 0.010
H -3.5678 1.3744 6.0113 0.091
H 3.3444 -1.6746 -6.5186 0.080
H 2.0268 1.1195 -4.5683 0.108
H 2.4689 3.8806 0.4924 0.131
H 0.9283 -0.8874 -6.3597 0.116
H -1.8387 4.1226 -0.1383 0.134
H -4.4458 4.4549 0.4054 0.131
H 2.8935 -3.1915 -5.7177 0.089
H -2.4653 -1.1546 -4.8236 0.107
H 4.2749 -0.1572 -2.9205 0.119
H 2.2836 -2.8109 -7.3300 0.098
H -1.3861 -3.8908 1.5692 0.141
H 0.4749 -2.4469 -5.6564 0.115
H 3.4624 -0.8560 3.1649 0.092
H 0.4456 2.7635 -1.3667 0.077
H 0.1789 3.7471 1.4469 0.114
H 1.8425 2.7770 -2.4366 0.111
H 4.5226 -0.2374 1.8838 0.090
H -1.1995 -2.9734 -0.7005 0.102
H -0.5252 -0.9961 6.3868 0.137
H 0.3922 -3.9827 3.4851 0.134
H -0.3620 1.9166 3.0359 0.098
H -1.1306 1.2139 5.5626 0.132
H 4.5463 0.4967 3.4751 0.112
H 0.2388 -3.4412 1.1795 0.123
H -2.0241 1.4247 4.0857 0.080
H -2.2740 -1.9456 0.2552 0.079
H 4.1546 2.2041 1.1089 0.141
H 0.4020 1.8390 -2.8828 0.091
```

E = -3214.816653 Ha
ΔE to the lowest compared entry with this formula, charge and spin = 68.3 kJ/mol
net charge = +3
HOMO = -16.48 eV
orbital gap = 5.96 eV